# 1
82
Properties=species:S:1:pos:R:3:forces:R:3 method="wB97M-V/def2-TZVPD" orbital_gap_ha=0.16933 charge=-2 de_lowest_ev=2.292
Pb -18.35657 15.49461 -15.10838 0.5 -2.0 3.9
O -11.79665 9.07152 -15.19579 -0.3 -0.1 -0.6
C -12.31791 9.99117 -14.64021 -0.7 0.4 1.7
O -13.57758 10.43593 -14.69120 1.2 -2.3 -2.1
B -13.83132 11.61171 -13.89677 0.9 -1.1 -0.8
O -12.49798 11.86132 -13.31387 0.3 0.5 0.9
C -11.65862 10.84916 -13.51828 1.8 0.9 0.2
O -10.54818 10.71499 -13.00380 -2.5 0.1 -1.0
O -14.84643 11.25813 -12.97283 -0.4 -0.6 2.3
C -15.84593 12.10116 -13.00236 -3.7 1.5 1.7
O -16.81088 12.24165 -12.25145 2.9 -1.0 -1.7
C -15.61597 12.95463 -14.24217 -2.1 4.0 -2.7
O -14.45667 12.58008 -14.76972 0.0 1.4 0.0
O -16.32788 13.86973 -14.77326 2.9 -3.9 2.0
O -16.13705 16.18215 -16.45239 2.9 0.4 -1.1
C -14.96172 16.45140 -16.21243 -1.9 -0.3 2.2
O -13.86293 16.36827 -16.90082 0.2 -0.2 -2.7
B -12.75374 17.09478 -16.28351 0.8 0.0 0.8
O -13.22667 17.26431 -14.92134 0.0 0.4 1.1
C -14.50293 16.93205 -14.81083 -2.9 0.5 2.2
O -15.27391 17.02216 -13.84597 2.9 0.0 -2.7
O -11.41363 16.38605 -16.25558 -1.4 0.7 -0.6
C -10.49150 17.23819 -16.60952 3.3 0.2 0.2
O -9.29011 16.98789 -16.66420 -2.0 0.6 -0.1
C -11.09377 18.67273 -16.92344 -1.0 -0.1 -1.0
O -12.43286 18.42683 -16.89878 0.7 0.4 0.0
O -10.56071 19.72250 -17.25836 -1.0 -2.3 1.0
O -17.61969 15.74875 -12.78744 -1.1 0.7 -1.8
H -17.73721 16.71499 -12.87171 0.4 -0.4 0.4
C -20.16615 12.11171 -14.51952 1.5 1.7 0.4
O -19.40466 13.17512 -13.94083 -1.3 -0.8 -1.2
H -21.17734 12.33758 -14.85802 -0.7 0.7 -0.3
H -19.66936 11.71214 -15.40363 0.3 -0.3 -0.6
H -20.35488 11.23608 -13.89842 0.4 -0.3 0.9
C -23.66851 18.12678 -15.53181 -0.3 -0.1 -0.3
C -23.56234 18.32239 -13.99928 -0.4 -0.6 0.0
C -23.14895 17.03972 -13.15034 1.4 0.3 -1.8
C -21.79609 16.58513 -13.70618 -3.4 1.2 2.1
N -20.79150 16.33143 -14.15109 1.8 -0.4 -0.9
H -24.09104 18.96794 -16.08138 0.0 0.6 0.5
H -24.38768 17.35646 -15.81021 0.1 -0.5 0.4
H -22.75020 17.92853 -16.08453 0.3 -0.3 0.6
H -24.52329 18.69639 -13.64604 -0.3 -0.3 0.1
H -22.89867 19.14866 -13.74448 0.4 -0.2 -0.1
H -23.78508 16.15904 -13.23887 -0.4 0.3 -0.3
H -23.11127 17.26130 -12.08376 0.4 0.1 -0.1
C -14.87110 21.80765 -16.72625 -0.2 2.8 0.7
C -15.37289 20.51671 -16.31613 0.4 -3.0 0.8
C -16.88910 20.20030 -16.49167 1.7 0.1 -0.2
C -17.36448 19.07623 -15.73605 -1.4 -3.5 3.0
N -17.78869 18.19294 -15.07872 1.2 3.3 -2.2
H -15.05298 22.41903 -15.84238 -0.2 0.9 -0.2
H -15.41667 22.24878 -17.56043 0.4 0.1 -0.3
H -13.78360 21.83471 -16.79486 -0.1 -0.2 -0.6
H -15.03279 20.39135 -15.28816 -0.4 -0.4 0.2
H -14.76173 19.80575 -16.87210 -0.5 -0.7 0.0
H -16.92100 19.84976 -17.52327 -0.9 0.8 -0.3
H -17.50427 21.03413 -16.15345 -0.1 0.3 -0.8
C -15.79766 12.80448 -20.05999 0.2 0.7 -0.2
C -15.89862 11.75405 -18.96388 -0.7 1.5 0.3
C -16.19138 12.35541 -17.53902 0.0 0.1 -0.1
C -17.44558 13.14376 -17.35651 -3.3 1.3 -0.2
N -18.44426 13.78037 -17.23123 3.8 -2.8 -1.1
H -16.69411 13.41007 -20.19317 -0.3 -0.2 0.1
H -15.55064 12.36988 -21.02860 -0.1 -0.2 0.0
H -15.01748 13.53624 -19.85037 0.2 -0.1 0.2
H -14.94255 11.23059 -18.96801 -0.3 -0.3 0.4
H -16.74781 11.11463 -19.20494 0.3 -0.5 0.1
H -15.45850 13.06315 -17.15161 0.5 -0.1 -0.3
H -16.14619 11.51043 -16.85195 -0.4 0.2 0.3
C -19.56370 15.41712 -20.58649 -0.7 0.3 -0.3
C -21.00939 16.02121 -20.59966 0.7 0.0 1.2
C -21.58154 16.26010 -19.18636 -0.4 -0.4 1.6
C -20.73906 16.34981 -17.96755 1.3 -0.5 1.0
N -20.15388 16.41363 -16.96162 -1.6 0.5 -2.5
H -18.94547 15.86667 -19.80944 0.0 0.1 -0.1
H -19.09315 15.54851 -21.56087 0.1 0.2 0.0
H -19.54465 14.34163 -20.41027 -0.3 0.0 0.2
H -21.72998 15.30627 -20.99680 0.3 0.2 -0.7
H -21.08456 16.99023 -21.09306 0.3 -0.3 -0.5
H -22.27832 15.43972 -19.01433 0.1 -0.1 0.5
H -22.20143 17.13594 -18.99469 -0.2 0.3 -1.0

=====

# 2
16
Properties=species:S:1:pos:R:3:forces:R:3 method="wB97M-V/def2-TZVPD" orbital_gap_ha=0.38929 smiles=COC1CCC1 de_lowest_ev=1.822
C -1.07342 -2.02066 -0.36551 -0.1 -0.3 -0.2
O -0.69645 -1.16226 0.67620 -0.2 -0.1 0.1
C -0.48404 0.10270 0.16282 0.8 0.0 -1.2
C 0.89376 0.27257 -0.76810 -0.8 0.0 0.8
C 1.09339 1.52786 0.09401 -0.2 0.6 0.9
C 0.00034 1.11278 1.19099 0.6 0.1 -0.7
H -0.34609 -1.94983 -1.18798 -0.1 -0.2 0.1
H -2.06787 -1.75036 -0.75333 0.1 -0.1 0.0
H -1.09042 -3.03108 0.03936 -0.1 0.0 -0.1
H -1.38662 0.48232 -0.34816 0.3 -0.2 -0.2
H 1.64679 -0.51733 -0.58528 -0.6 0.2 0.4
H 0.95571 0.44365 -1.87276 -0.8 -0.1 0.9
H 0.81263 2.41065 -0.48825 0.1 0.0 0.4
H 2.08330 1.64798 0.51956 0.2 0.3 -0.1
H 0.42788 0.61896 2.07864 0.1 0.1 -0.5
H -0.77035 1.81056 1.58316 0.6 -0.1 -0.6

=====

# 3
17
Properties=species:S:1:pos:R:3:forces:R:3 method="wB97M-V/def2-TZVPD" orbital_gap_ha=0.27886 charge=-1
Au -0.19459 -0.78634 -0.56302 0.1 -0.1 0.0
C 0.05809 -1.90816 4.94056 0.0 0.0 0.0
O 0.25904 -2.37492 3.61282 0.0 0.0 0.0
C -0.03347 -1.55683 2.57904 -0.1 0.1 0.1
S 0.37689 -2.34331 1.10124 -0.1 0.3 -0.1
S -0.70185 -0.05156 2.80475 0.1 -0.2 0.0
H 0.31813 -2.74856 5.58051 0.0 0.0 0.0
H -0.97597 -1.60738 5.09937 0.0 0.0 0.0
H 0.70145 -1.05431 5.15083 0.0 0.0 0.0
C -0.37282 2.68612 -4.30916 0.0 -0.1 0.0
O 0.67306 1.71953 -4.21769 -0.2 0.0 0.0
C 0.61575 0.73905 -3.28421 0.3 0.2 0.2
S 1.91256 -0.29457 -3.23337 -0.3 0.1 -0.1
S -0.75111 0.77406 -2.22238 0.1 -0.3 0.0
H 0.01132 3.47540 -4.95140 0.0 0.0 0.0
H -0.63184 3.08759 -3.33160 0.0 0.0 0.0
H -1.26466 2.24420 -4.75629 0.0 0.0 0.0

=====

# 4
62
Properties=species:S:1:pos:R:3:forces:R:3 method="wB97M-V/def2-TZVPD" orbital_gap_ha=0.04784 charge=+2
C 2.77321 0.01033 4.11864 0.4 0.2 0.7
C 3.12249 -1.45441 3.57916 -0.1 0.1 -1.1
C 2.03227 -2.02956 2.53870 -2.0 -0.8 1.5
O 0.88034 -2.36302 2.92602 4.1 1.4 -1.9
O 2.47232 -2.17307 1.19081 -1.5 0.2 1.6
C 1.32995 -2.51889 0.32318 -0.2 -0.9 -0.1
C 1.83367 -2.73577 -1.17987 -0.1 0.3 0.6
C 0.77887 -2.24415 -2.30640 3.2 -0.6 -0.6
S -0.34023 -3.65362 -2.77206 0.1 -0.4 0.1
C 1.67927 -1.92841 -3.63261 0.3 -0.2 0.7
C 2.45571 -0.53164 -3.55418 0.5 -1.0 -1.0
C 3.74082 -0.67330 -4.54894 -0.9 1.5 -1.3
N 3.34499 -1.17271 -5.90829 1.4 0.2 1.1
O 0.10086 -1.01071 -1.96229 -1.9 -1.6 0.1
C -1.27454 -1.20762 -1.63704 -2.9 -0.9 1.4
O -1.71864 -1.71599 -0.59294 2.4 1.7 -3.2
C -2.35192 -0.66181 -2.70319 0.3 0.9 0.5
C -2.47015 0.93689 -2.39177 0.7 -0.9 0.1
C -3.34363 1.06870 -1.04677 -1.2 0.6 -0.7
S -2.18813 1.73446 0.28543 -1.7 0.5 1.3
C -3.20281 2.67724 1.53132 -0.7 -0.2 -1.1
S -4.54593 3.53611 1.01595 2.1 -1.3 1.1
N -2.74849 2.58328 2.93775 -2.0 1.4 -1.9
C -3.82504 1.97287 3.78967 -0.6 -1.0 1.1
C -3.09988 1.19515 5.00602 -0.2 0.1 -0.6
C -2.26431 3.89452 3.47134 2.1 1.1 0.4
C -1.61190 4.85143 2.33131 -0.6 0.0 0.5
H 3.70583 0.41574 4.66440 -1.4 -0.7 -0.9
H 2.55876 0.77659 3.28931 0.1 -1.3 1.2
H 1.94542 -0.00604 4.91834 1.1 0.0 -1.5
H 3.18202 -2.20118 4.44093 -0.1 1.1 -1.3
H 4.12544 -1.39357 3.03931 -1.3 -0.3 0.8
H 0.91532 -3.53368 0.67969 0.3 1.9 -0.4
H 0.57930 -1.66874 0.45485 0.8 -1.5 -0.5
H 2.03306 -3.85072 -1.37984 -0.3 1.7 0.4
H 2.82928 -2.18936 -1.29664 -1.4 -0.5 0.1
H 0.56081 -4.71160 -2.98118 -0.5 1.5 0.3
H 2.48312 -2.76055 -3.63587 -1.3 1.1 0.0
H 1.06022 -2.06648 -4.57732 0.8 0.5 1.2
H 1.82914 0.32116 -4.01424 1.0 -1.2 0.9
H 2.83765 -0.29326 -2.50832 -0.7 -0.2 -1.4
H 4.28582 0.33065 -4.66590 -0.8 -1.4 0.4
H 4.53226 -1.42861 -4.13280 -1.1 0.8 0.5
H 3.72342 -2.12518 -5.99373 -0.8 0.4 -0.4
H 3.80199 -0.62810 -6.65264 -0.4 -0.2 0.5
H -3.38286 -1.11464 -2.46701 1.9 0.4 -0.4
H -2.06223 -0.86937 -3.78336 -0.2 0.3 1.5
H -2.89781 1.52432 -3.27119 0.3 -0.9 1.4
H -1.39745 1.33469 -2.24168 -1.7 -0.5 -0.2
H -3.82433 0.07287 -0.71629 1.2 1.5 -0.3
H -4.23558 1.77723 -1.22676 1.7 -0.9 0.5
H -4.49323 1.25127 3.19284 1.4 1.0 0.7
H -4.53082 2.80010 4.16648 1.1 -1.2 -0.4
H -2.09576 0.76874 4.63226 -1.6 0.6 0.6
H -2.91284 1.92572 5.85894 -0.3 -1.2 -1.0
H -3.78082 0.32592 5.31682 1.1 1.4 -0.2
H -3.04722 4.45091 4.10790 0.9 -1.0 -1.2
H -1.39465 3.65704 4.19418 -1.4 0.1 -1.0
H -0.96291 5.63214 2.85808 -0.9 -1.2 -0.8
H -2.46281 5.40288 1.78662 1.5 -0.8 0.7
H -0.95219 4.25210 1.59879 -1.1 1.0 1.2
Zn 5.88548 -2.56534 -4.46388 0.7 -0.5 0.1

=====

# 5
15
Properties=species:S:1:pos:R:3:forces:R:3 method="wB97M-V/def2-TZVPD" orbital_gap_ha=0.32933 de_lowest_ev=2.844
C 2.05288 0.40881 -0.98487 1.2 0.2 0.1
C -2.07585 -0.37030 -0.41436 0.9 3.3 3.2
C 2.73602 1.15260 0.16553 -0.4 -1.9 0.0
C -2.50255 -1.52338 0.32773 -1.7 0.7 2.9
O 0.94058 -0.06214 -1.00349 1.4 0.4 -0.3
O -1.33436 0.93148 1.76105 -0.3 0.1 -1.1
S -1.49577 1.05577 0.27534 -0.8 -2.6 -0.1
H 2.84249 0.39113 -1.84854 -1.6 -0.5 0.5
H -2.13191 -0.40876 -1.42692 0.0 0.4 -3.0
H 3.27985 1.93282 -0.29436 0.5 1.2 -0.2
H 3.49582 0.50161 0.64955 -0.4 0.1 -0.5
H 2.07295 1.45524 0.94709 -0.6 0.4 0.3
H -3.19914 -2.13943 -0.18282 -0.4 -0.6 -0.7
H -2.98401 -1.24861 1.33353 0.4 0.0 -1.4
H -1.69701 -2.07683 0.69553 1.6 -1.3 0.2

=====

# 6
17
Properties=species:S:1:pos:R:3:forces:R:3 method="wB97M-V/def2-TZVPD" spin_multiplicity=3 s_squared=2.04 orbital_gap_ha="0.24599 / 0.26155" de_lowest_ev=4.195
C -0.17673 -0.95823 -1.30942 -0.2 -2.3 -2.1
C -1.26245 -0.64563 -0.34881 -1.1 -2.6 -5.4
C 0.41294 -0.64434 1.61566 -1.3 0.0 -0.1
C 0.22143 1.80486 -0.35261 2.6 0.5 2.9
C -0.75922 -0.15897 0.78679 2.1 4.0 8.9
N 1.01552 1.00876 -0.95977 -0.2 -1.9 -2.8
O 0.35113 0.20529 -2.00149 -0.8 0.0 0.5
O 2.17251 0.67340 -0.88303 1.5 0.6 1.2
Cl -1.89003 0.56715 1.93569 -0.5 0.1 -0.6
H -0.64094 -1.65791 -2.11384 1.1 1.4 1.0
H 0.70560 -1.54328 -0.85169 -1.3 1.0 -0.5
H -2.30892 -0.62745 -0.60128 0.0 -0.3 -0.1
H 1.26019 -0.59511 1.01589 2.0 0.4 -1.1
H 0.56754 -0.03557 2.52971 -0.3 -0.6 -0.6
H 0.36610 -1.71336 1.79592 -0.3 -0.4 0.7
H -0.70611 1.92917 -0.72973 -2.7 0.5 -1.1
H 0.67142 2.39123 0.47199 -0.5 -0.4 -0.7

=====

# 7
10
Properties=species:S:1:pos:R:3:forces:R:3 method="wB97M-V/def2-TZVPD" orbital_gap_ha=0.35594 de_lowest_ev=1.530
C 0.36051 -1.05774 0.52634 0.8 -1.2 1.9
C -0.15312 0.28076 0.03934 0.1 -0.6 -1.5
O 1.46055 -1.49137 0.27653 -0.9 0.2 -0.1
S 1.07409 1.03110 -1.17179 -2.0 0.7 0.2
S -1.84454 -0.12324 -0.61719 -0.8 0.5 -0.2
S -0.65937 1.41110 1.37872 1.2 1.7 -0.9
H -0.31785 -1.67371 1.24902 0.6 1.2 -1.2
H 2.07469 0.23192 -0.94732 0.7 -0.9 0.5
H -1.85174 -1.19815 -1.44642 0.9 0.1 0.1
H -0.14322 2.58933 0.71277 -0.7 -1.8 1.1

=====

# 8
25
Properties=species:S:1:pos:R:3:forces:R:3 method="wB97M-V/def2-TZVPD" orbital_gap_ha=0.21555 charge=+1 de_lowest_ev=8.972
C 0.10462 0.13909 0.40255 -2.6 -1.6 -0.2
C -1.45554 -0.03742 0.88251 2.1 0.5 -4.0
C -2.28006 0.78218 -0.31139 -2.2 -1.4 6.3
C -3.00478 -0.08150 -1.18996 -2.3 -0.3 -2.3
N -4.10476 -0.75618 -0.46139 -0.5 1.1 1.8
N 1.08646 -0.20771 1.45015 -2.3 3.8 3.8
H -1.11973 2.19203 -1.04265 0.8 -0.2 0.4
H 0.20860 -0.71503 -0.31397 0.3 0.9 0.0
H -1.81561 -1.11606 0.86437 0.6 1.2 -0.6
H -1.66768 0.26658 1.86001 -0.3 1.2 1.3
H -1.48225 1.47472 -0.77219 1.0 0.2 -0.5
H -3.04888 1.37675 0.23445 0.9 0.5 -0.6
H -3.53651 0.45872 -1.98372 0.5 0.2 -0.1
H -2.33633 -0.78412 -1.66002 -0.1 -0.7 -0.2
H -3.64911 -1.46973 0.08182 -0.3 -0.5 0.4
H -4.64618 -0.13913 0.28669 1.6 -1.4 -2.3
H 0.87274 -1.03460 1.97036 0.2 -1.1 0.2
H 1.99263 -0.19123 1.06907 2.4 -0.3 -0.6
H 1.06781 0.59402 2.26771 0.3 -2.3 -2.6
H 4.50728 -0.14042 1.41668 -0.1 0.0 -0.1
H 4.39676 -0.25538 -0.14722 -0.8 0.3 1.3
O 3.85164 -0.12131 0.70914 0.6 -0.3 -1.0
H 5.35977 0.78747 -1.87582 0.4 -3.8 1.6
H 5.24515 -0.80811 -2.27624 0.6 1.5 2.1
O 5.45393 -0.21363 -1.46093 -1.0 2.3 -3.8